1.
{
  "formula": "C7H14ClNS",
  "method": "ωB97M-V/def2-TZVPD",
  "lumo_energy_ev": [-0.401, -0.402],
  "orbital_gap_ev": [8.71, 8.71],
  "de_lowest_kcal_mol": 3.3,
  "smiles": "C/N=C/CC(C)C.S=CCl",
  "total_energy_ha": -1188.154565,
  "e_homo_ev": [-9.108, -9.108],
  "symbols": ["C", "N", "C", "C", "C", "C", "C", "H", "H", "H", "H", "H", "H", "H", "H", "H", "H", "H", "H", "H", "S", "C", "Cl", "H"],
  "coordinates": [[1.013, -0.392, -2.940], [0.939, -0.231, -1.481], [0.332, -1.089, -0.785], [0.169, -1.025, 0.675], [-1.220, -0.552, 1.082], [-1.562, -0.931, 2.563], [-1.453, 0.949, 0.875], [0.518, -1.328, -3.217], [0.515, 0.452, -3.393], [2.002, -0.398, -3.330], [0.224, -2.067, -1.303], [0.421, -2.016, 1.088], [1.023, -0.265, 0.985], [-2.019, -1.123, 0.500], [-2.302, -1.634, 2.477], [-0.732, -1.370, 3.185], [-2.148, -0.081, 3.150], [-1.193, 1.447, -0.072], [-2.452, 1.288, 1.251], [-0.737, 1.541, 1.566], [1.155, 2.923, -1.738], [2.258, 2.159, -0.830], [2.126, 2.107, 0.984], [3.123, 1.638, -1.293]],
  "mulliken_charge": [-1.01, -0.01, -0.41, -0.44, 0.77, -1.36, -1.28, 0.39, 0.30, 0.29, 0.32, 0.41, -0.05, 0.20, 0.40, 0.31, 0.27, 0.26, 0.38, 0.23, -0.16, 0.01, -0.13, 0.29]
}



2.
{
  "formula": "C4H10N2O",
  "method": "ωB97M-V/def2-TZVPD",
  "lumo_energy_ev": 0.821,
  "orbital_gap_ev": 8.73,
  "de_lowest_kcal_mol": 89.4,
  "smiles": "C/C=C(/O)N(C)N",
  "total_energy_ha": -343.058974,
  "e_homo_ev": -7.909,
  "symbols": ["C", "C", "C", "O", "N", "C", "N", "H", "H", "H", "H", "H", "H", "H", "H", "H", "H"],
  "coordinates": [[0.520, -0.868, -1.839], [-0.934, -0.044, -1.523], [-0.944, 0.473, -0.299], [-1.845, 1.417, 0.137], [0.157, 0.270, 0.563], [0.187, -0.961, 1.364], [0.536, 1.452, 1.280], [1.014, -0.237, -2.577], [0.178, -1.781, -2.325], [1.266, -1.185, -1.110], [-1.599, 0.364, -2.279], [-1.340, 1.839, 0.860], [1.209, -1.150, 1.707], [-0.136, -1.819, 0.773], [-0.463, -0.862, 2.240], [0.848, 1.234, 2.227], [1.344, 1.857, 0.801]],
  "mulliken_charge": [-0.98, -0.54, 0.30, -0.55, 0.35, -1.15, -0.76, 0.29, 0.34, 0.31, 0.40, 0.44, 0.33, 0.36, 0.40, 0.23, 0.22]
}